The following is a quantum chemistry calculation of C34H86AgF3N6O10Pd as an isolated structure, from OMol25.

```
141
Properties=species:S:1:pos:R:3
Pd -1.179 -2.403 0.371
Ag -0.264 0.908 -0.721
C -2.987 -1.919 3.160
O -3.552 -3.232 2.878
O -1.797 -1.658 2.438
C -4.105 -0.813 3.079
F -4.895 -0.877 1.975
F -4.919 -0.728 4.060
F -3.608 0.452 2.931
C -4.492 -3.787 3.816
C -4.750 -5.172 3.369
H -5.172 -5.163 2.364
H -3.816 -5.734 3.365
H -5.395 -5.732 4.046
H -5.437 -3.251 3.903
H -4.146 -3.814 4.849
H -2.713 -2.025 4.210
C -3.153 -1.655 -3.117
C -2.987 -0.586 -1.985
C -4.322 -0.192 -1.322
O -2.042 -0.817 -1.019
H -3.699 -2.559 -2.847
H -2.242 -1.793 -3.699
H -3.785 -1.146 -3.844
H -2.732 0.358 -2.468
H -4.391 0.633 -0.614
H -4.851 -1.043 -0.894
H -5.029 0.080 -2.106
C 2.101 -1.027 2.424
C 2.051 -0.953 0.923
C 3.273 -1.693 0.216
O 0.819 -1.275 0.326
H 1.247 -0.704 3.020
H 2.947 -0.400 2.702
H 2.179 -2.098 2.615
H 2.158 0.099 0.656
H 3.443 -2.675 0.659
H 4.135 -1.026 0.200
H 3.058 -1.808 -0.846
C 0.598 3.117 1.992
C -0.849 2.620 1.758
C -1.603 3.434 0.628
O -0.997 3.272 -0.694
C -1.608 4.125 -1.651
N -0.918 1.260 1.349
H 1.309 2.516 2.558
H 0.633 4.187 2.196
H 1.167 3.109 1.062
H -1.522 2.655 2.615
H -1.569 4.492 0.887
H -2.645 3.113 0.608
H -2.684 3.958 -1.614
H -1.344 3.925 -2.690
H -1.556 5.206 -1.526
H -1.906 1.103 1.487
H -0.458 0.771 2.104
C 0.947 0.052 -4.012
C 1.840 0.780 -3.044
C 3.200 1.245 -3.679
O 3.962 2.031 -2.808
C 4.579 1.376 -1.713
N 1.112 1.918 -2.540
H 0.880 0.698 -4.888
H 0.050 -0.253 -3.475
H 1.319 -0.882 -4.434
H 1.956 -0.003 -2.295
H 3.155 1.919 -4.535
H 3.623 0.353 -4.143
H 5.408 1.938 -1.282
H 4.985 0.447 -2.113
H 3.938 1.206 -0.848
H 1.743 2.659 -2.269
H 0.686 2.307 -3.369
C 1.170 5.471 -3.315
C 0.227 5.559 -4.493
C -0.140 4.164 -5.231
O 1.160 3.823 -5.958
C 1.133 2.616 -6.691
N -1.051 6.043 -3.995
H 1.411 6.472 -2.960
H 2.110 4.919 -3.343
H 0.706 5.100 -2.401
H 0.662 6.329 -5.130
H -0.958 4.230 -5.949
H -0.437 3.410 -4.502
H 2.019 2.039 -6.428
H 1.095 2.830 -7.759
H 0.284 2.016 -6.363
H -1.844 5.918 -4.608
H -1.035 7.040 -3.834
C -0.417 -6.275 2.649
C -0.365 -4.787 2.875
C 0.625 -4.364 4.031
O 0.487 -5.033 5.317
C -0.617 -4.609 6.143
N 0.188 -4.225 1.617
H -0.708 -6.397 1.605
H -1.113 -6.747 3.342
H 0.575 -6.708 2.775
H -1.333 -4.322 3.063
H 0.571 -3.284 4.164
H 1.659 -4.551 3.742
H -0.842 -3.543 6.142
H -0.553 -5.044 7.140
H -1.443 -5.071 5.603
H 0.927 -4.872 1.383
H 0.713 -3.365 1.684
C -3.514 -6.006 -0.564
C -2.309 -5.006 -0.408
C -1.391 -4.759 -1.621
O -0.378 -3.820 -1.254
C 0.686 -3.616 -2.125
N -2.902 -3.738 -0.008
H -3.935 -6.018 -1.570
H -4.302 -5.800 0.160
H -3.125 -7.008 -0.385
H -1.632 -5.450 0.321
H -1.982 -4.163 -2.317
H -1.055 -5.656 -2.141
H 1.128 -4.537 -2.505
H 1.376 -2.835 -1.804
H 0.201 -3.192 -3.005
H -3.607 -4.014 0.661
H -3.483 -3.552 -0.813
C 4.020 4.627 4.676
C 4.764 4.526 3.330
C 3.816 4.791 2.119
O 4.596 4.599 0.969
C 3.890 4.493 -0.289
N 5.767 5.600 3.317
H 3.106 4.044 4.796
H 3.788 5.668 4.902
H 4.656 4.291 5.494
H 5.327 3.593 3.353
H 3.314 5.756 2.050
H 3.065 4.010 2.237
H 3.005 5.113 -0.428
H 3.537 3.499 -0.561
H 4.596 4.642 -1.106
H 5.258 6.354 2.879
H 6.466 5.356 2.630
```

As for the LUMO energy (spin up / spin down): 0.0215 / 0.0202 Eh. Its molecular weight is 1010.4 g mol⁻¹. Its spin multiplicity is 3. The value obtained for the energy is -3002.07117 Ha. The expectation value of S² is 2.004. The value obtained for the HOMO-LUMO gap (spin up / spin down) is 7.72 / 7.71 eV.

Here are the Löwdin charges for atoms 1 to 6, given in e: 1.083 0.769 -0.360 -0.138 -0.265 -0.575

=====

The following is a quantum chemistry calculation of C34H86BaF3LiN6O13S as an isolated structure, from OMol25.

```
145
Properties=species:S:1:pos:R:3
Li 4.361 -2.181 -2.171
Ba 0.513 1.916 -5.464
C 0.413 -0.721 -0.751
F -0.577 0.200 -0.459
F 0.993 -0.971 0.397
F -0.105 -1.846 -1.262
S 1.738 0.007 -1.919
O 1.016 0.445 -3.111
O 2.376 1.083 -1.113
O 2.631 -1.158 -2.067
C 2.816 -4.134 0.300
C 3.765 -3.058 0.810
C 4.505 -3.347 2.117
O 3.490 -3.789 3.033
C 3.920 -3.988 4.383
N 4.704 -2.765 -0.230
H 3.356 -5.051 0.064
H 2.367 -3.919 -0.669
H 1.932 -4.286 0.920
H 3.279 -2.154 1.175
H 5.118 -2.516 2.466
H 5.184 -4.199 2.092
H 4.549 -4.874 4.468
H 3.127 -4.110 5.121
H 4.512 -3.199 4.849
H 5.308 -2.023 0.094
H 5.318 -3.548 -0.060
C 0.957 3.650 1.255
C 0.229 4.074 -0.014
C 0.626 5.451 -0.560
O 0.092 6.322 0.515
C 0.267 7.669 0.193
N 0.251 2.987 -0.952
H 0.702 4.286 2.103
H 2.014 3.900 1.345
H 0.833 2.605 1.542
H -0.859 4.087 0.053
H 0.195 5.594 -1.550
H 1.707 5.560 -0.654
H 1.332 7.822 0.016
H -0.034 8.391 0.952
H -0.361 7.906 -0.665
H 1.164 2.555 -0.937
H -0.385 2.280 -0.612
C -3.116 2.005 -2.192
C -2.174 1.537 -3.319
C -2.960 1.203 -4.648
O -1.922 0.822 -5.563
C -2.365 0.045 -6.665
N -1.356 2.700 -3.534
H -2.490 2.341 -1.365
H -3.753 1.245 -1.740
H -3.762 2.804 -2.557
H -1.657 0.677 -2.893
H -3.553 2.088 -4.879
H -3.551 0.294 -4.538
H -2.930 0.566 -7.437
H -2.873 -0.881 -6.396
H -1.425 -0.190 -7.164
H -1.855 3.544 -3.777
H -0.931 2.980 -2.662
C -3.624 -3.720 -4.567
C -3.036 -3.077 -3.288
C -4.040 -2.467 -2.250
O -4.776 -1.411 -2.788
C -6.023 -1.169 -2.249
N -2.027 -3.898 -2.683
H -2.867 -3.838 -5.342
H -4.411 -3.164 -5.076
H -4.180 -4.637 -4.372
H -2.394 -2.250 -3.591
H -3.589 -2.123 -1.320
H -4.712 -3.255 -1.912
H -6.439 -0.275 -2.714
H -5.967 -0.834 -1.214
H -6.745 -1.983 -2.312
H -2.596 -4.578 -2.199
H -1.634 -3.319 -1.955
C 3.012 -0.356 3.452
C 3.011 1.030 2.752
C 3.992 2.034 3.398
O 3.761 2.181 4.803
C 4.734 3.090 5.244
N 3.591 0.863 1.407
H 2.256 -1.058 3.100
H 2.649 -0.280 4.477
H 3.930 -0.942 3.492
H 2.003 1.429 2.637
H 3.901 2.984 2.871
H 5.008 1.729 3.150
H 4.569 3.452 6.258
H 4.720 3.994 4.635
H 5.747 2.736 5.055
H 3.829 1.807 1.137
H 2.940 0.502 0.724
C 0.667 -1.830 -5.081
C 0.238 -2.921 -6.075
O 1.284 -3.700 -6.623
O 1.039 -0.734 -5.827
H 1.465 -2.142 -4.407
H -0.122 -1.509 -4.401
H -0.334 -2.539 -6.920
H -0.462 -3.559 -5.537
H 0.924 -4.464 -7.079
H 1.510 -1.015 -6.614
C 3.988 3.495 -2.926
C 2.929 4.393 -3.666
O 1.644 3.760 -3.678
O 3.613 3.412 -1.562
H 4.942 4.022 -2.953
H 4.129 2.517 -3.384
H 3.246 4.574 -4.693
H 2.867 5.375 -3.199
H 1.346 3.659 -2.771
H 3.109 2.613 -1.392
C -4.477 -1.546 6.563
C -3.193 -1.149 5.679
C -2.175 -2.316 6.029
C -1.013 -2.430 5.045
C -1.458 -2.392 3.550
C -2.456 -1.242 3.216
N -3.509 -1.130 4.285
O -4.521 -0.201 3.961
C -1.605 0.010 3.136
C -3.121 -1.493 1.838
C -2.660 0.222 6.219
H -4.672 -2.603 6.383
H -4.207 -1.501 7.618
H -5.440 -1.074 6.367
H -1.759 -2.047 7.000
H -2.599 -3.317 6.110
H -0.384 -1.576 5.295
H -0.371 -3.293 5.219
H -2.018 -3.287 3.277
H -0.584 -2.313 2.904
H -2.183 0.935 3.146
H -1.028 0.105 2.215
H -0.870 0.110 3.934
H -2.439 -1.546 0.990
H -3.780 -0.692 1.503
H -3.819 -2.331 1.842
H -2.618 0.302 7.305
H -1.641 0.280 5.836
H -3.385 0.948 5.850
H -5.293 -0.771 3.996
```

As for the LUMO energy: -0.2006 Eh. Its molecular weight is 1020.4 g mol⁻¹. The value obtained for the energy is -3383.96396 Ha. As for the net charge: +2. The value obtained for the HOMO-LUMO gap is 5.57 eV.

Here are the Löwdin charges for atoms 1 to 6, given in e: 0.777 2.032 -0.585 0.092 0.163 0.139

=====

The following is a quantum chemistry calculation of a 9-piece molecular cluster, C34H86Br2N2O16P2S9 overall, from OMol25.

```
151
Properties=species:S:1:pos:R:3
C -3.108 0.701 -4.218
C -2.361 0.087 -2.955
C -1.471 1.256 -2.357
C -0.070 0.740 -1.811
C -0.163 0.763 -0.233
C 0.895 -0.231 0.356
C 1.043 -0.038 1.905
C -0.264 -0.438 2.714
C 0.045 -1.719 3.564
O -0.943 -2.732 3.641
C -1.594 -3.094 2.479
O -2.022 -4.489 2.636
N -1.264 -5.119 3.606
O -0.998 -6.206 3.229
C -0.844 -3.044 1.111
C 0.596 -3.648 1.101
C 1.157 -3.919 -0.360
C 2.736 -3.752 -0.256
N -1.710 -3.790 0.155
P -1.957 -2.923 -1.339
P -3.800 -3.782 -2.167
O -3.504 -4.791 -3.256
O -4.910 -2.630 -2.652
O -4.529 -4.640 -0.915
S -3.250 -2.161 2.434
C -3.366 -0.925 3.780
O -3.470 -1.479 1.124
O -4.375 -3.124 2.655
C 0.248 -1.216 5.064
Br 1.893 -0.160 5.279
C 0.279 -2.370 6.119
C 1.138 -3.618 5.720
Br -1.540 -2.870 6.776
H -3.691 -0.054 -4.784
H -2.309 1.168 -4.835
H -3.752 1.528 -3.805
H -3.106 -0.269 -2.210
H -1.692 -0.741 -3.296
H -2.051 1.652 -1.488
H -1.362 2.108 -3.062
H 0.758 1.387 -2.170
H 0.142 -0.286 -2.189
H -0.011 1.806 0.100
H -1.178 0.360 0.009
H 1.880 0.071 -0.087
H 0.738 -1.284 0.034
H 1.271 1.037 2.110
H 1.947 -0.600 2.228
H -0.458 0.427 3.393
H -1.134 -0.515 2.030
H 1.029 -2.194 3.324
H -0.889 -1.989 0.743
H 1.333 -2.930 1.533
H 0.594 -4.627 1.627
H 0.893 -4.925 -0.737
H 0.838 -3.116 -1.066
H 3.040 -2.753 -0.662
H 3.267 -4.489 -0.897
H 3.095 -3.811 0.787
H -1.383 -4.740 0.024
H -2.252 -1.547 -1.091
H -4.474 -1.842 -3.000
H -5.379 -4.232 -0.701
H -4.416 -0.715 4.066
H -2.773 -1.175 4.683
H -2.953 0.029 3.372
H -0.636 -0.581 5.291
H 0.775 -1.947 7.023
H 0.940 -3.989 4.695
H 0.877 -4.425 6.443
H 2.228 -3.395 5.792
C 3.712 3.773 0.955
S 3.134 3.665 -0.746
O 1.899 2.822 -0.745
C 4.489 2.629 -1.331
H 2.991 4.353 1.528
H 3.798 2.772 1.381
H 4.678 4.278 0.976
H 4.524 1.703 -0.754
H 5.430 3.172 -1.229
H 4.315 2.397 -2.381
C 6.640 7.775 2.858
S 6.049 7.682 1.157
O 4.803 6.861 1.163
C 7.375 6.621 0.553
H 5.930 8.365 3.436
H 6.710 6.772 3.281
H 7.616 8.261 2.877
H 7.396 5.693 1.122
H 8.330 7.142 0.647
H 7.186 6.397 -0.495
C 9.473 2.538 -1.756
S 9.368 3.026 -0.024
O 8.084 3.769 0.151
C 10.690 4.250 -0.096
H 8.700 1.796 -1.950
H 9.314 3.406 -2.396
H 10.453 2.100 -1.950
H 10.453 5.009 -0.844
H 11.629 3.756 -0.346
H 10.777 4.719 0.883
C -6.631 5.561 -3.967
S -6.033 3.981 -4.595
O -5.072 3.432 -3.591
C -5.066 4.679 -5.943
H -7.239 5.371 -3.084
H -5.786 6.196 -3.699
H -7.241 6.046 -4.732
H -4.322 5.372 -5.548
H -5.731 5.196 -6.637
H -4.561 3.865 -6.463
C 3.654 -7.122 3.018
S 4.974 -6.486 1.966
O 4.327 -5.813 0.801
C 5.554 -8.098 1.403
H 3.123 -6.275 3.451
H 2.963 -7.721 2.424
H 4.086 -7.725 3.817
H 4.740 -8.634 0.914
H 5.924 -8.669 2.256
H 6.365 -7.941 0.694
C -7.468 8.999 -8.771
S -6.660 7.392 -8.661
O -7.085 6.766 -7.372
C -4.994 8.038 -8.423
H -8.539 8.837 -8.885
H -7.280 9.571 -7.862
H -7.088 9.537 -9.640
H -4.965 8.672 -7.536
H -4.697 8.608 -9.304
H -4.315 7.197 -8.290
C -4.474 -6.330 -5.750
S -4.333 -7.681 -6.933
O -4.359 -7.084 -8.301
C -5.968 -8.374 -6.618
H -3.568 -5.731 -5.800
H -5.336 -5.709 -5.998
H -4.580 -6.736 -4.744
H -6.733 -7.620 -6.811
H -6.026 -8.712 -5.583
H -6.116 -9.222 -7.285
C -1.094 1.412 10.971
S -0.954 0.001 9.856
O -1.007 0.530 8.461
C -2.575 -0.693 10.231
H -0.194 2.017 10.872
H -1.966 2.010 10.704
H -1.181 1.055 11.998
H -3.351 0.041 10.012
H -2.612 -0.980 11.282
H -2.721 -1.574 9.608
```

As for the LUMO energy: 0.0085 Eh. Its molecular weight is 1289.4 g mol⁻¹. The value obtained for the energy is -12074.43804 Ha. The value obtained for the HOMO-LUMO gap is 7.88 eV.

Here are the Löwdin charges for atoms 1 to 6, given in e: -0.111 -0.287 -0.189 -0.190 -0.205 -0.202

=====

The following max |F| values (in eV/Å) correspond, in order, to the records above: 4.0, 3.3, 6.2.